Formula: C17H60N10O13
Source: the OMol25 dataset
Level of theory: ωB97M-V/def2-TZVPD

Output
LUMO level, Ha: -0.01939
Total energy, eV: -60115.10789
ΔE to the lowest compared entry with this formula, charge and spin, kcal/mol: 186.4
Largest force on an atom, hartree/bohr: 0.1943
Gap between HOMO and LUMO, eV: 7.743

Element x y z (Å)
C -1.954 4.078 -0.406
C -1.775 2.676 0.189
O -0.916 1.945 -0.610
H -2.893 4.640 -0.008
H -1.977 4.179 -1.546
H -1.051 4.544 -0.132
H -2.671 2.085 0.177
H -1.452 2.760 1.172
H -0.428 1.396 0.039
C -2.395 -5.215 2.256
C -2.514 -3.735 2.455
O -1.250 -3.119 2.156
H -3.402 -5.461 2.046
H -1.968 -5.693 3.171
H -1.760 -5.422 1.376
H -2.876 -3.551 3.483
H -3.271 -3.352 1.774
H -1.380 -2.218 2.547
C 3.100 3.088 -3.965
C 3.053 1.763 -3.206
O 2.215 1.900 -2.100
H 3.248 3.837 -3.215
H 2.109 3.343 -4.523
H 3.823 3.098 -4.763
H 4.007 1.483 -2.871
H 2.833 0.965 -3.918
H 1.372 1.524 -2.294
C -4.314 -0.183 1.941
C -3.574 -0.336 3.190
O -2.234 -0.685 2.978
H -5.389 0.173 2.129
H -4.343 -1.123 1.360
H -3.763 0.470 1.310
H -3.952 -1.033 3.922
H -3.702 0.615 3.572
H -1.645 -0.354 3.740
C -0.376 1.607 4.015
O -0.233 2.605 3.101
N 0.363 0.579 4.132
N -1.441 1.566 4.745
H 1.211 0.474 3.578
H 0.242 -0.207 4.767
H -2.017 2.434 4.658
H -1.537 0.941 5.553
C 2.486 3.584 0.923
O 2.841 4.350 1.975
N 3.130 3.607 -0.246
N 1.566 2.728 0.929
H 4.014 4.207 -0.317
H 2.813 3.191 -1.097
H 0.897 2.693 1.676
H 1.524 1.989 0.175
C 2.667 -2.030 -2.545
O 3.856 -1.322 -2.955
N 2.390 -2.306 -1.279
N 1.699 -2.186 -3.341
H 3.175 -2.186 -0.628
H 1.719 -3.007 -0.936
H 2.023 -2.082 -4.327
H 0.840 -2.621 -3.097
C -0.074 0.911 -3.770
O 0.344 0.709 -5.102
N -0.590 2.013 -3.331
N 0.130 0.019 -2.863
H -0.799 2.603 -4.121
H -0.869 2.316 -2.338
H 0.753 -0.842 -3.016
H -0.001 0.167 -1.888
C -3.379 -0.035 -2.127
O -4.562 -0.406 -1.457
N -3.210 1.159 -2.675
N -2.452 -0.859 -2.334
H -3.881 1.843 -2.330
H -2.322 1.422 -3.057
H -2.582 -1.811 -1.942
H -1.554 -0.515 -2.758
C -3.429 -4.163 -0.873
O -2.191 -3.420 -0.749
H -4.343 -3.494 -0.950
H -3.626 -4.756 -0.036
H -3.405 -4.944 -1.655
H -2.130 -3.069 0.160
C 0.085 -0.805 0.582
O 1.090 -0.150 -0.128
H -0.227 -0.364 1.592
H 0.422 -1.839 0.604
H -0.753 -0.806 -0.061
H 1.563 -0.892 -0.620
C 3.055 -2.344 2.467
O 3.601 -1.839 1.239
H 3.664 -2.321 3.390
H 3.008 -3.415 2.414
H 2.051 -2.027 2.665
H 3.591 -0.898 1.258
C 5.073 0.801 -0.017
O 6.164 0.326 0.702
H 5.380 1.412 -0.905
H 4.644 1.492 0.620
H 4.315 0.066 -0.284
H 6.689 1.061 0.813

Mulliken population analysis, charges in e, atoms 1 to 4:
1 C -1.67
2 C 0.38
3 O 0.99
4 H 0.29